# C48H94BClO17P2S8Si3

C48H94BClO17P2S8Si3 as an isolated structure (ωB97M-V/def2-TZVPD, OMol25).

Output
* HOMO-LUMO gap: 0.2892 Ha

Structure (ORCA input):
```
! RIJCOSX wB97M-V def2-TZVPD def2/J DEFGRID3
* xyz 0 1
C 11.021 1.089 1.028
C 9.853 1.508 1.020
Si 8.086 2.051 1.014
O 7.758 3.228 -0.078
Si 8.489 4.739 0.281
C 7.780 5.993 -0.959
C 7.466 5.266 -2.317
C 5.956 5.079 -2.613
C 5.537 3.646 -2.996
C 4.059 3.339 -2.592
C 3.942 2.398 -1.371
C 2.423 2.026 -1.227
C 1.816 2.281 0.187
Si 0.111 3.111 0.163
C -0.634 3.227 -1.589
C -1.134 2.096 1.166
C 0.213 4.913 0.766
C 1.428 5.586 0.715
C 1.457 6.908 1.137
C 0.300 7.503 1.582
C -0.914 6.847 1.625
C -0.949 5.521 1.219
B 10.474 4.768 -0.036
O 10.882 4.723 -1.380
C 11.572 4.811 1.104
C 11.609 6.132 1.913
P 7.424 2.473 3.114
S 6.161 3.963 3.295
P 6.899 0.245 0.322
O 5.563 0.271 1.342
Cl 8.037 -1.442 0.690
H 11.848 0.413 1.044
H 8.233 5.209 1.657
H 8.494 6.807 -1.116
H 6.828 6.368 -0.571
H 8.030 4.333 -2.419
H 7.856 5.927 -3.102
H 5.347 5.421 -1.768
H 5.713 5.710 -3.476
H 5.584 3.500 -4.082
H 6.156 2.869 -2.534
H 3.550 4.290 -2.381
H 3.514 2.893 -3.434
H 4.534 1.491 -1.518
H 4.278 2.981 -0.501
H 1.918 2.583 -2.022
H 2.292 0.965 -1.473
H 2.542 2.870 0.767
H 1.770 1.308 0.693
H -1.619 3.691 -1.460
H -0.026 3.964 -2.131
H -0.670 2.263 -2.102
H -2.101 2.215 0.667
H -0.820 1.047 1.160
H -1.235 2.424 2.206
H 2.332 5.100 0.364
H 2.399 7.445 1.082
H 0.320 8.542 1.904
H -1.829 7.328 1.953
H -1.874 4.949 1.249
H 11.194 5.615 -1.589
H 12.550 4.726 0.598
H 11.518 3.925 1.750
H 12.530 6.236 2.495
H 10.764 6.178 2.607
H 11.569 7.008 1.255
H 6.803 1.277 3.565
H 8.503 2.678 4.015
H 5.279 1.201 1.346
C -4.393 -2.138 0.816
C -3.566 -3.325 1.318
C -2.091 -2.996 1.057
S -1.963 -1.206 1.097
O -1.603 -0.740 -0.225
O -1.231 -0.810 2.276
C -3.697 -0.888 1.353
H -5.418 -2.193 1.149
H -4.392 -2.125 -0.278
H -3.730 -3.456 2.389
H -3.855 -4.253 0.828
H -1.442 -3.421 1.820
H -1.776 -3.334 0.071
H -3.982 0.020 0.835
H -3.861 -0.777 2.425
C -1.794 -2.113 -5.138
C -0.647 -2.491 -4.193
C -1.272 -3.092 -2.930
S -2.832 -3.819 -3.438
O -3.907 -3.085 -2.803
O -2.738 -5.253 -3.370
C -2.734 -3.315 -5.153
H -1.433 -1.877 -6.139
H -2.316 -1.235 -4.751
H -0.008 -3.235 -4.675
H -0.024 -1.631 -3.950
H -0.642 -3.862 -2.499
H -1.484 -2.324 -2.185
H -3.729 -3.079 -5.526
H -2.306 -4.144 -5.717
C 2.015 -7.705 -2.535
C 1.088 -8.903 -2.296
C -0.337 -8.462 -2.654
S -0.169 -7.173 -3.893
O -0.654 -5.937 -3.337
O -0.635 -7.665 -5.164
C 1.624 -7.143 -3.899
H 3.065 -7.994 -2.509
H 1.851 -6.952 -1.761
H 1.390 -9.730 -2.942
H 1.142 -9.256 -1.267
H -0.922 -9.280 -3.067
H -0.852 -8.034 -1.796
H 1.974 -6.127 -4.063
H 1.965 -7.793 -4.706
C -6.749 -4.060 -3.979
C -7.294 -5.250 -4.779
C -8.818 -5.096 -4.853
S -9.148 -3.333 -4.752
O -9.859 -3.067 -3.526
O -9.631 -2.862 -6.026
C -7.445 -2.828 -4.545
H -5.668 -3.978 -4.057
H -7.001 -4.179 -2.923
H -6.873 -5.234 -5.787
H -7.017 -6.201 -4.324
H -9.221 -5.481 -5.787
H -9.312 -5.578 -4.011
H -7.396 -1.964 -3.886
H -7.054 -2.572 -5.530
C -7.537 2.742 -0.034
C -7.868 3.686 1.129
C -6.691 3.635 2.111
S -5.240 3.229 1.134
O -4.760 1.932 1.539
O -4.369 4.375 1.070
C -6.096 3.056 -0.427
H -8.217 2.879 -0.873
H -7.615 1.705 0.299
H -7.986 4.704 0.749
H -8.801 3.411 1.619
H -6.533 4.590 2.606
H -6.823 2.851 2.855
H -5.628 2.271 -1.017
H -6.028 4.010 -0.949
C 3.733 0.759 5.241
C 5.042 0.525 6.001
C 4.682 -0.037 7.380
S 3.122 -0.905 7.173
O 2.111 -0.220 7.936
O 3.344 -2.324 7.308
C 2.906 -0.505 5.445
H 3.908 0.955 4.183
H 3.211 1.620 5.662
H 5.654 -0.201 5.457
H 5.625 1.443 6.092
H 5.433 -0.734 7.744
H 4.530 0.757 8.110
H 1.851 -0.368 5.230
H 3.304 -1.335 4.861
C -9.472 -4.364 3.130
C -8.852 -4.832 4.453
C -7.331 -4.688 4.324
S -7.051 -3.356 3.152
O -6.421 -3.899 1.974
O -6.505 -2.216 3.842
C -8.775 -3.052 2.786
H -10.550 -4.234 3.212
H -9.280 -5.104 2.350
H -9.213 -4.200 5.267
H -9.131 -5.858 4.689
H -6.865 -4.432 5.272
H -6.876 -5.590 3.919
H -8.885 -2.765 1.742
H -9.114 -2.244 3.435
*
```

---

# C13H26AsBiN2O5S4

C13H26AsBiN2O5S4 as an isolated structure (ωB97M-V/def2-TZVPD, OMol25).

Output
* HOMO-LUMO gap: 0.2635 Ha

Structure (ORCA input):
```
! RIJCOSX wB97M-V def2-TZVPD def2/J DEFGRID3
* xyz 0 1
Bi -0.704 0.402 0.893
C 2.496 2.853 -0.903
C 1.635 3.118 0.317
O 0.246 2.857 0.156
C -0.413 3.533 -0.911
C -0.524 2.712 -2.174
O -1.440 1.663 -1.933
C -1.619 0.763 -3.011
C -0.382 -0.024 -3.382
O 0.014 -0.823 -2.291
C 1.306 -1.365 -2.447
C 1.771 -1.913 -1.113
O 1.751 -0.950 -0.079
C 2.957 -0.264 0.197
C 3.429 0.624 -0.938
O 2.450 1.530 -1.405
H 3.523 3.139 -0.649
H 2.175 3.493 -1.727
H 1.782 4.169 0.596
H 1.939 2.502 1.162
H 0.099 4.473 -1.136
H -1.416 3.761 -0.550
H 0.454 2.314 -2.450
H -0.888 3.353 -2.987
H -1.961 1.299 -3.905
H -2.403 0.079 -2.690
H 0.432 0.652 -3.666
H -0.618 -0.642 -4.258
H 1.987 -0.591 -2.812
H 1.296 -2.185 -3.176
H 2.772 -2.343 -1.231
H 1.087 -2.705 -0.803
H 3.764 -0.974 0.423
H 2.754 0.316 1.097
H 3.694 0.000 -1.793
H 4.336 1.149 -0.620
S -2.077 -0.657 4.931
As -1.489 1.135 4.020
S 0.546 0.806 2.983
S -2.643 1.409 2.049
S -1.493 2.816 5.215
C -2.143 -4.857 2.495
N -2.632 -3.503 2.744
C -3.875 -3.358 3.504
C -1.991 -2.495 2.212
N -1.383 -1.690 1.645
H -2.874 -5.418 1.910
H -1.984 -5.368 3.445
H -1.204 -4.820 1.951
H -4.722 -3.697 2.903
H -4.007 -2.318 3.783
H -3.809 -3.963 4.408
*
```

---

# C36H33N5O5PtTe

C36H33N5O5PtTe as an isolated structure (ωB97M-V/def2-TZVPD, OMol25).

Output
* HOMO-LUMO gap (alpha / beta): 0.2068 / 0.2068 Ha
* ΔE to the lowest compared entry with this formula, charge and spin: 57.2 kJ/mol

Structure (ORCA input):
```
! RIJCOSX wB97M-V def2-TZVPD def2/J DEFGRID3
* xyz 2 1
Pt -0.168 1.178 -1.467
C 1.168 -8.883 6.154
O 0.025 -8.136 6.639
C -0.540 -7.215 5.926
C -1.650 -6.567 6.538
C -2.305 -5.598 5.863
C -1.866 -5.202 4.552
C -0.762 -5.888 3.935
C -0.112 -6.866 4.604
N -2.540 -4.224 3.998
N -2.319 -3.796 2.816
C -1.697 -2.761 2.401
C -1.005 -1.854 3.323
C -0.387 -0.758 2.884
C -0.360 -0.403 1.451
O 0.205 0.591 1.057
C -1.089 -1.308 0.502
N -1.110 -0.930 -0.777
C -1.808 -1.653 -1.642
C -2.505 -2.800 -1.271
C -2.473 -3.202 0.047
C -1.749 -2.438 0.963
H 1.446 -9.530 6.977
H 1.983 -8.202 5.919
H 0.878 -9.476 5.289
H -1.941 -6.883 7.530
H -3.159 -5.085 6.286
H -0.475 -5.630 2.924
H 0.705 -7.399 4.142
H -1.041 -2.092 4.379
H 0.100 -0.063 3.555
H -1.817 -1.304 -2.666
H -3.069 -3.350 -2.010
H -3.013 -4.080 0.375
C -2.627 4.753 -4.775
C -1.737 5.700 -3.980
C -1.446 5.211 -2.554
C -0.478 6.211 -1.853
C -0.215 5.968 -0.373
C -2.737 5.193 -1.755
O -3.560 6.064 -1.820
N -2.910 4.126 -0.879
C -2.128 3.008 -0.814
O -2.379 2.069 -0.078
N -1.009 2.950 -1.632
C -0.736 3.871 -2.593
O 0.132 3.673 -3.442
H -2.833 5.164 -5.762
H -3.589 4.604 -4.281
H -2.152 3.780 -4.920
H -2.220 6.672 -3.886
H -0.783 5.849 -4.485
H -0.920 7.199 -1.992
H 0.455 6.192 -2.421
H -1.117 6.102 0.227
H 0.522 6.684 -0.010
H 0.176 4.967 -0.175
H -3.749 4.127 -0.314
Te 1.287 1.456 -3.426
C 2.875 2.643 -2.747
C 2.735 3.476 -1.645
C 3.823 4.230 -1.229
C 5.031 4.146 -1.910
C 5.159 3.310 -3.010
C 4.076 2.553 -3.436
C 1.946 -0.321 -2.438
C 1.480 -1.553 -2.902
C 1.827 -2.718 -2.237
C 2.630 -2.651 -1.104
C 3.089 -1.428 -0.635
C 2.751 -0.257 -1.300
H 1.794 3.535 -1.115
H 3.727 4.883 -0.372
H 5.875 4.737 -1.583
H 6.098 3.252 -3.543
H 4.180 1.908 -4.301
H 0.858 -1.606 -3.789
H 1.490 -3.676 -2.611
H 2.919 -3.563 -0.597
H 3.724 -1.383 0.241
H 3.115 0.698 -0.940
*
```

---

# C36H72N11O4

A 15-piece molecular cluster, C36H72N11O4 overall (ωB97M-V/def2-TZVPD, OMol25).

Output
* HOMO-LUMO gap: 0.3620 Ha
* ΔE to the lowest compared entry with this formula, charge and spin: 556.7 kJ/mol

Structure (ORCA input):
```
! RIJCOSX wB97M-V def2-TZVPD def2/J DEFGRID3
* xyz 1 1
C 1.151 -2.581 -1.232
C 0.380 -1.683 -0.307
C -0.014 -0.365 -0.995
N -0.852 0.462 -0.189
C -0.211 0.871 1.040
C -2.228 -0.074 0.156
C -3.091 1.154 0.521
C -2.587 2.345 -0.330
C -1.300 1.791 -0.917
H 0.561 -3.138 -2.035
H 1.359 -3.485 -0.628
H 2.052 -2.383 -1.686
H 1.135 -1.303 0.446
H -0.574 -2.033 0.321
H -0.481 -0.518 -1.985
H 0.862 0.232 -1.358
H -1.009 1.453 1.666
H 0.694 1.286 0.896
H 0.233 -0.003 1.389
H -2.120 -0.875 1.057
H -2.568 -0.577 -0.702
H -2.950 1.351 1.447
H -4.065 0.990 0.654
H -2.405 3.217 0.426
H -3.420 2.557 -1.115
H -0.220 2.196 -0.753
H -1.369 1.661 -2.203
C 4.740 -4.011 -0.789
C 5.236 -3.624 -2.193
N 5.591 -3.321 -3.324
H 4.718 -3.078 -0.200
H 3.830 -4.718 -0.739
H 5.557 -4.448 -0.332
C 2.883 -7.616 0.187
C 2.620 -6.219 0.887
N 2.412 -5.199 1.263
H 3.672 -8.097 0.847
H 1.705 -8.008 -0.032
H 3.607 -7.395 -0.743
C 1.623 -6.992 -5.519
C 1.362 -5.869 -4.508
N 1.289 -4.970 -3.777
H 1.172 -6.618 -6.299
H 2.703 -7.067 -5.742
H 1.126 -8.082 -5.337
C 0.428 -1.591 -6.375
C 0.109 -0.509 -5.236
N -0.091 0.247 -4.493
H -0.395 -1.953 -6.700
H 0.958 -1.254 -7.359
H 1.050 -2.238 -6.276
C 3.904 -1.451 2.328
C 3.614 -0.611 0.979
N 3.473 -0.037 -0.028
H 3.029 -1.718 2.829
H 4.464 -2.199 2.008
H 4.466 -0.910 3.002
C 3.473 -0.460 -4.721
C 3.038 0.578 -5.866
N 2.650 1.300 -6.685
H 4.263 -0.086 -4.365
H 2.865 -0.566 -3.880
H 3.555 -1.472 -5.057
C 1.212 3.579 -4.378
C 1.466 2.997 -3.098
N 1.744 2.663 -2.029
H 0.377 3.077 -4.685
H 0.750 4.413 -4.366
H 2.107 3.504 -4.919
C -2.638 6.316 -1.124
C -2.155 5.159 -2.034
N -1.834 4.234 -2.737
H -2.157 6.413 -0.277
H -2.438 7.314 -1.559
H -3.688 6.097 -0.977
C -1.085 -5.286 1.675
C -2.029 -4.407 0.834
N -2.739 -3.718 0.317
H -0.577 -4.708 2.370
H -1.631 -6.082 2.292
H -0.297 -5.753 1.202
C -6.323 -1.655 -0.791
C -7.073 -2.717 0.058
N -7.609 -3.528 0.689
H -7.161 -1.424 -1.500
H -6.195 -0.917 -0.113
H -5.334 -1.963 -1.150
C -3.594 3.455 4.280
C -2.247 4.002 3.865
O -1.346 3.019 3.927
H -4.288 4.308 4.349
H -3.537 2.980 5.077
H -3.938 3.027 3.507
H -2.014 4.749 4.564
H -2.412 4.611 2.871
H -0.582 3.068 4.262
C -3.477 -1.685 4.071
C -3.109 -0.180 4.536
O -2.058 0.320 3.859
H -4.324 -2.046 4.496
H -2.567 -2.253 4.300
H -3.619 -1.645 3.015
H -2.733 -0.100 5.454
H -4.104 0.595 4.454
H -1.932 1.271 4.263
C 0.121 5.485 0.855
C 1.540 5.486 1.516
O 2.272 6.641 1.000
H -0.449 4.650 1.179
H 0.401 5.516 -0.151
H -0.402 6.408 1.446
H 1.918 4.563 1.176
H 1.463 5.459 2.525
H 3.269 6.468 1.281
C 2.185 2.134 3.407
C 2.417 3.198 4.702
O 1.091 3.714 5.065
H 3.214 1.944 3.080
H 1.616 2.957 2.940
H 1.791 1.317 4.087
H 3.101 3.930 4.345
H 2.872 2.502 5.500
H 1.164 4.271 5.891
*
```